No. 1
51
Properties=species:S:1:pos:R:3 method="wB97M-V/def2-TZVPD" energy_ha=-2557.14721 lumo_ev=4.49 molar_mass_g_mol=550.47 relative_energy_kj_mol=47.24 charge=-2
K 1.487 1.351 -0.636
C -1.684 1.490 -1.938
O -0.958 0.284 -1.670
C -1.725 -0.800 -1.430
C -3.021 -0.921 -2.006
C -3.719 -2.150 -1.817
C -3.197 -3.128 -0.990
C -2.000 -2.922 -0.356
C -1.225 -1.788 -0.583
N -0.006 -1.507 0.190
N 0.109 -2.225 1.193
C 1.118 -2.020 2.116
C 2.327 -1.244 1.908
O 2.713 -0.657 0.838
C 3.193 -1.156 3.082
C 2.877 -1.618 4.310
C 1.741 -2.418 4.491
C 1.535 -3.082 5.705
C 0.482 -3.932 5.883
C -0.442 -4.092 4.823
C -0.284 -3.423 3.633
C 0.854 -2.641 3.413
H -2.199 1.471 -2.888
H -1.002 2.352 -1.820
H -2.504 1.565 -1.198
H -3.458 -0.060 -2.516
H -4.724 -2.189 -2.245
H -3.779 -4.051 -0.825
H -1.620 -3.663 0.342
H 4.077 -0.567 2.905
H 3.521 -1.533 5.207
H 2.182 -2.940 6.603
H 0.446 -4.600 6.758
H -1.273 -4.764 4.922
H -1.052 -3.453 2.895
F 0.112 6.033 -6.565
C 0.562 5.191 -5.621
C 0.022 3.976 -5.410
F -0.965 3.516 -6.210
C 0.525 3.128 -4.456
F -0.036 1.915 -4.379
C 1.610 3.495 -3.610
O 2.121 2.719 -2.760
C 2.125 4.808 -3.840
F 3.119 5.328 -3.075
C 1.600 5.654 -4.790
F 2.068 6.901 -4.907
F -1.586 2.173 1.251
C -0.153 2.002 1.446
F 0.222 3.061 2.466
H -0.132 1.131 2.159

No. 2
128
Properties=species:S:1:pos:R:3 method="wB97M-V/def2-TZVPD" energy_ha=-2657.95516 lumo_ev=0.28 molar_mass_g_mol=820.10 relative_energy_kj_mol=1232.76 charge=0
C -0.528 1.668 -0.258
C 0.436 0.506 -0.277
O 1.038 0.129 0.696
C 0.765 -0.074 -1.652
H -1.315 1.404 -0.966
H -0.029 2.592 -0.547
H -0.941 1.748 0.746
H 0.943 0.716 -2.381
H 0.041 -0.819 -1.989
H 1.674 -0.665 -1.528
C 5.197 -0.352 -0.348
C 4.315 0.860 -0.542
O 4.193 1.730 0.319
N 3.672 0.918 -1.720
C 2.957 2.097 -2.164
H 5.039 -0.845 0.610
H 6.230 0.006 -0.343
H 5.168 -1.063 -1.172
H 3.726 0.066 -2.264
H 2.870 2.046 -3.248
H 3.502 2.998 -1.893
H 1.937 2.148 -1.777
C 0.368 -1.526 -4.091
C 1.694 -1.810 -3.364
O 2.701 -1.147 -3.595
N 1.682 -2.829 -2.477
C 2.849 -3.180 -1.709
H 0.516 -1.620 -5.164
H 0.177 -0.491 -3.815
H -0.354 -2.257 -3.734
H 0.921 -3.502 -2.486
H 3.678 -2.514 -1.937
H 3.231 -4.184 -1.902
H 2.673 -3.095 -0.635
C -0.997 -6.943 -1.368
C -1.177 -5.493 -1.668
O -0.296 -4.912 -2.308
N -2.336 -4.915 -1.322
C -2.635 -3.521 -1.585
H -0.637 -7.463 -2.252
H -1.884 -7.412 -0.946
H -0.183 -7.005 -0.641
H -3.114 -5.477 -1.031
H -1.796 -2.865 -1.353
H -3.541 -3.234 -1.063
H -2.772 -3.341 -2.657
C -1.612 -1.450 4.001
C -0.374 -2.218 3.550
O -0.487 -3.359 3.077
N 0.816 -1.654 3.687
C 1.123 -0.380 4.307
H -1.683 -0.554 3.378
H -1.534 -1.110 5.033
H -2.481 -2.081 3.843
H 1.606 -2.183 3.336
H 2.177 -0.195 4.486
H 0.508 -0.070 5.151
H 0.861 0.399 3.578
N 2.972 4.440 0.761
C 3.584 5.513 1.362
C 2.903 6.634 0.971
C 1.780 6.222 0.219
C 1.886 4.858 0.052
H 3.374 3.520 0.617
H 4.515 5.340 1.875
H 3.115 7.662 1.219
H 1.018 6.894 -0.141
H 1.325 4.119 -0.496
N 0.621 -4.772 0.777
C 0.527 -3.925 -0.276
C 1.029 -4.534 -1.400
C 1.492 -5.811 -0.975
C 1.255 -5.916 0.358
H 0.307 -4.535 1.712
H 0.031 -2.978 -0.122
H 1.134 -4.173 -2.411
H 2.024 -6.538 -1.568
H 1.396 -6.730 1.051
N 0.076 4.515 2.367
C 0.054 3.199 2.717
C -1.164 2.936 3.324
C -1.935 4.089 3.191
C -1.152 5.074 2.606
H 0.906 4.836 1.882
H 0.939 2.592 2.616
H -1.527 1.990 3.692
H -2.937 4.216 3.573
H -1.281 6.086 2.259
N -4.398 -0.588 -3.039
C -4.518 -0.728 -1.683
C -3.428 -0.106 -1.112
C -2.585 0.323 -2.151
C -3.189 -0.008 -3.335
H -5.022 -0.892 -3.764
H -5.355 -1.176 -1.174
H -3.167 -0.010 -0.070
H -1.642 0.769 -1.875
H -2.911 0.172 -4.360
N -2.694 5.177 -2.475
C -2.343 4.942 -1.180
C -3.330 5.487 -0.379
C -4.354 6.006 -1.237
C -3.903 5.815 -2.517
H -2.186 4.898 -3.294
H -1.509 4.280 -1.012
H -3.292 5.427 0.696
H -5.272 6.485 -0.946
H -4.379 6.017 -3.463
N -4.778 1.465 -0.043
C -5.458 0.429 0.544
C -5.080 0.312 1.877
C -4.221 1.396 2.090
C -4.079 2.142 0.944
H -4.899 1.755 -0.996
H -6.096 -0.178 -0.079
H -5.372 -0.539 2.467
H -3.789 1.644 3.047
H -3.577 3.076 0.767
N 4.696 -1.311 2.953
C 3.612 -1.018 2.180
C 3.094 -2.187 1.685
C 3.769 -3.251 2.305
C 4.765 -2.680 3.092
H 5.275 -0.580 3.322
H 3.241 -0.021 1.999
H 2.304 -2.341 0.969
H 3.657 -4.312 2.160
H 5.564 -3.136 3.654

No. 3
20
Properties=species:S:1:pos:R:3 method="wB97M-V/def2-TZVPD" energy_ha=-673.86548 lumo_ev=-8.02 molar_mass_g_mol=265.77 charge=+2
O 0.003 3.793 -4.275
C 0.003 2.719 -3.882
Sr 0.003 -0.063 -2.426
C 2.071 -1.067 -3.745
C -2.065 -1.064 -3.746
O 2.995 -1.581 -4.206
O -2.990 -1.577 -4.208
N -0.006 -0.150 4.086
C -0.001 -0.109 2.732
C -1.223 -0.113 2.017
C -1.187 -0.075 0.638
N -0.001 -0.030 -0.018
C 1.185 -0.024 0.640
C 1.219 -0.061 2.018
H -0.860 -0.185 4.615
H 0.858 -0.148 4.618
H -2.173 -0.148 2.548
H -2.092 -0.076 0.019
H 2.090 0.013 0.023
H 2.170 -0.054 2.553

Q: Which value of charge does entry 1 give?
A: -2